Molecular formula: C37H40N7O15
Method: DFT, ωB97M-V/def2-TZVPD

Element x y z (Å)
C: 42.96 7.22 51.62
O: 42.34 6.75 52.58
O: 44.13 7.78 51.94
O: 42.58 7.14 50.41
H: 44.11 7.87 52.85
C: 38.26 3.94 53.76
C: 39.44 4.68 54.36
C: 39.81 4.57 55.87
C: 38.71 3.92 56.75
C: 37.55 3.18 56.09
C: 37.39 3.18 54.56
N: 38.75 4.06 58.26
O: 38.08 3.34 58.92
O: 39.54 4.82 58.76
H: 37.95 3.77 52.76
H: 40.19 5.20 53.74
H: 40.76 5.22 56.18
H: 36.81 2.75 56.90
H: 36.46 2.76 54.09
C: 40.44 11.36 57.54
C: 40.38 9.83 58.11
C: 41.39 8.82 57.46
C: 42.42 9.28 56.35
C: 42.34 10.70 55.76
C: 41.29 11.70 56.50
N: 43.47 8.33 55.87
O: 43.53 7.15 56.42
O: 44.09 8.74 55.00
H: 39.86 12.16 57.91
H: 39.73 9.44 58.90
H: 41.26 7.75 57.78
H: 43.05 11.15 55.05
H: 41.10 12.63 56.15
C: 43.73 3.99 55.47
C: 44.22 4.67 54.16
C: 44.03 3.86 52.95
C: 43.60 2.41 52.91
C: 43.53 1.72 54.35
C: 43.54 2.64 55.50
N: 43.48 1.69 51.68
O: 43.46 0.42 51.73
O: 43.64 2.36 50.63
H: 43.65 4.47 56.37
H: 44.59 5.68 54.19
H: 44.29 4.45 52.04
H: 43.38 0.60 54.20
H: 43.34 1.91 56.38
C: 41.49 11.73 51.88
C: 41.08 13.07 51.12
C: 41.29 13.11 49.63
C: 42.26 12.09 49.02
C: 42.55 10.76 49.72
C: 42.25 10.72 51.19
N: 42.69 12.28 47.71
O: 42.09 13.15 46.94
O: 43.75 11.66 47.40
H: 41.10 11.50 52.65
H: 40.51 13.85 51.58
H: 40.75 13.81 49.00
H: 43.07 9.94 49.23
H: 42.72 9.90 51.67
C: 45.30 3.82 47.40
C: 46.33 4.24 46.25
C: 46.66 5.76 46.08
C: 46.14 6.77 47.06
C: 45.12 6.32 48.11
C: 44.77 4.75 48.34
N: 46.55 8.22 46.96
O: 47.76 8.35 46.66
O: 45.78 9.12 47.30
H: 45.14 2.79 47.58
H: 46.73 3.56 45.58
H: 47.21 5.85 45.16
H: 44.65 7.12 48.63
H: 44.24 4.48 49.19
C: 39.61 5.94 50.36
O: 38.39 6.28 50.14
N: 39.86 4.69 49.97
C: 41.01 3.94 50.69
C: 38.84 3.94 49.16
H: 40.24 6.52 51.01
H: 40.83 2.80 50.43
H: 41.30 4.34 51.70
H: 41.85 4.37 50.12
H: 38.87 2.91 49.17
H: 38.73 4.27 48.19
H: 38.08 3.98 49.71
C: 49.40 9.20 49.84
O: 50.54 8.77 49.58
N: 48.38 8.51 50.49
C: 47.03 8.95 50.58
C: 48.57 7.18 51.25
H: 49.10 10.13 49.38
H: 46.33 8.25 50.01
H: 46.90 10.11 50.14
H: 46.52 8.89 51.48
H: 49.31 7.07 51.98
H: 48.71 6.38 50.45
H: 47.73 6.97 51.74

The calculation puts the energy above the lowest of the compared OMol25 structures with the same formula, charge and spin at 2.983 eV. Its multiplicity is 1. The value obtained for the frontier orbital gap is 6.407 eV. As for the charge: -1. For the molecular weight, the calculation gives 822.76 g mol⁻¹.

---

Molecular formula: C37H41BrCoGeIN4O4S
Method: DFT, ωB97M-V/def2-TZVPD

Element x y z (Å)
Co: -0.95 -0.14 -0.68
N: -2.56 -0.83 0.24
C: -3.80 -0.27 -0.33
C: -3.70 -0.38 -1.85
N: -2.38 0.04 -2.34
C: -2.28 1.44 -2.77
C: -2.38 2.33 -1.55
N: -1.46 1.80 -0.51
H: -2.55 -1.83 0.01
H: -2.56 -0.75 1.25
H: -3.90 0.76 0.00
H: -4.68 -0.82 0.02
H: -4.51 0.19 -2.33
H: -3.83 -1.43 -2.12
H: -2.06 -0.58 -3.06
H: -3.05 1.71 -3.50
H: -1.30 1.57 -3.24
H: -3.40 2.32 -1.16
H: -2.13 3.36 -1.80
H: -1.73 2.13 0.41
H: -0.53 2.19 -0.69
C: 1.35 -7.50 1.91
C: 0.75 -6.44 1.03
C: -0.03 -6.78 -0.07
C: -0.56 -5.81 -0.90
C: -0.33 -4.47 -0.62
C: 0.44 -4.11 0.48
C: 0.97 -5.09 1.30
S: -1.09 -3.25 -1.65
O: -0.94 -3.73 -3.00
O: -2.46 -3.14 -1.16
N: -0.38 -1.86 -1.44
C: 0.91 -1.74 -2.12
C: 1.34 -0.28 -2.20
O: 2.35 0.06 -2.77
O: 0.56 0.55 -1.56
H: 0.90 -8.47 1.73
H: 1.22 -7.26 2.97
H: 2.42 -7.59 1.73
H: -0.21 -7.83 -0.29
H: -1.15 -6.08 -1.77
H: 0.63 -3.06 0.68
H: 1.58 -4.80 2.14
H: 0.87 -2.13 -3.14
H: 1.71 -2.28 -1.60
C: -2.43 -0.67 5.07
C: -2.07 -1.70 4.19
C: -1.24 -1.42 3.12
C: -0.74 -0.14 2.88
C: -1.10 0.87 3.78
C: -1.94 0.60 4.86
Ge: 0.37 0.16 1.27
C: 1.10 2.00 1.33
C: 0.34 3.14 1.63
C: 0.88 4.41 1.59
C: 2.21 4.59 1.25
C: 2.99 3.48 0.97
C: 2.44 2.21 1.02
C: 1.93 -1.01 1.52
C: 2.93 -1.13 0.55
C: 4.05 -1.92 0.75
C: 4.21 -2.62 1.94
C: 3.24 -2.50 2.93
C: 2.12 -1.70 2.72
H: -3.08 -0.88 5.90
H: -2.44 -2.70 4.36
H: -0.96 -2.24 2.45
H: -0.70 1.87 3.67
H: -2.20 1.40 5.54
H: -0.70 3.05 1.92
H: 0.26 5.27 1.83
H: 2.64 5.58 1.21
H: 4.04 3.60 0.71
H: 3.08 1.36 0.80
H: 2.86 -0.57 -0.38
H: 4.80 -2.00 -0.03
H: 5.08 -3.24 2.10
H: 3.37 -3.02 3.87
H: 1.39 -1.62 3.52
Br: 0.86 4.34 -6.04
C: 0.75 5.62 -4.66
C: 0.50 6.94 -5.02
C: 0.40 7.92 -4.05
C: 0.57 7.59 -2.72
C: 0.83 6.28 -2.36
C: 0.92 5.28 -3.32
I: 1.28 3.33 -2.68
H: 0.37 7.18 -6.07
H: 0.20 8.94 -4.35
H: 0.51 8.36 -1.95
H: 0.97 6.02 -1.31

The calculation puts the energy above the lowest of the compared OMol25 structures with the same formula, charge and spin at 0.000 eV. Its multiplicity is 1. The value obtained for the frontier orbital gap (spin up / spin down) is 8.305 / 8.306 eV. For the molecular weight, the calculation gives 976.18 g mol⁻¹.